Entry 1:
DFT (wB97M-V/def2-TZVPD) results for a cluster of 2 separate species, C8H18O2 in total at a distorted geometry.

Computed properties:
Highest occupied orbital energy: -8.712 eV
2S+1: 1
SMILES: CC(=O)C(C)C.CC(C)O
Strongest force on any atom: 3.733 eV/Å
Lowest unoccupied orbital energy: 0.81 eV
ΔE to the lowest compared entry with this formula, charge and spin: 1.8342 eV

Last column: Löwdin charge in e.
Geometry (Å):
C 1.14320 -2.05489 0.09566  -0.30
C 0.74352 -2.66306 1.41455  -0.06
C 0.26913 -2.40036 -1.07764  -0.06
O 1.40389 -0.40658 0.15630  -0.11
H 1.89476 -0.23922 0.97037  0.08
H 2.18588 -2.30459 -0.13227  0.13
H 1.35507 -2.27852 2.23024  0.08
H 0.45236 -3.44295 -1.35238  0.09
H -0.30572 -2.48709 1.63261  0.07
H 0.89758 -3.74527 1.36010  0.09
H -0.78043 -2.27764 -0.82874  0.08
H 0.52268 -1.77506 -1.93122  0.08
C -0.64180 1.23535 -0.85487  -0.37
C -0.08510 1.49573 1.65710  -0.01
C -2.06132 1.80801 -0.93338  -0.06
C 0.40502 2.29492 -1.19295  -0.07
C -0.43651 0.56178 0.50800  -0.46
O -1.11057 -0.46331 0.76245  -0.03
H -0.57177 0.42712 -1.58963  0.13
H -0.04831 0.92798 2.58878  0.09
H 0.86980 1.98774 1.48217  0.07
H -0.85117 2.26147 1.76078  0.09
H -2.79421 1.05138 -0.66284  0.08
H -2.27222 2.15444 -1.94358  0.08
H -2.17946 2.65718 -0.26009  0.08
H 0.26078 2.64430 -2.21524  0.08
H 0.32828 3.15850 -0.53084  0.08
H 1.40664 1.87262 -1.11344  0.07

---

Entry 2:
DFT (wB97M-V/def2-TZVPD) results for a structure of composition C37H36BBr2F2N5OSSr at a distorted geometry.

Computed properties:
Highest occupied orbital energy: -6.095 eV
2S+1: 1
Strongest force on any atom: 5.020 eV/Å
Lowest unoccupied orbital energy: 0.18 eV
ΔE to the lowest compared entry with this formula, charge and spin: 2.0553 eV

Last column: Löwdin charge in e.
Geometry (Å):
Sr -0.52411 -0.32975 0.60872  1.36
C -2.49696 -2.95413 2.42029  -0.03
C -1.78811 -1.65021 2.66817  -0.25
C -2.37355 -0.47033 2.17504  -0.34
C -3.51139 -0.55521 1.16222  -0.04
C -1.81083 0.78836 2.47166  -0.31
C -2.49610 2.04084 1.97768  -0.04
C -0.58153 0.85374 3.14691  -0.24
C 0.08730 2.17775 3.38030  -0.04
C 0.01251 -0.32829 3.62266  -0.19
C 1.26319 -0.22432 4.45398  -0.02
C -0.59392 -1.57611 3.40410  -0.20
C 0.02347 -2.80423 4.00860  -0.05
H -2.17926 -3.42564 1.48579  0.07
H -3.57328 -2.79616 2.36092  0.09
H -2.31117 -3.66384 3.22309  0.08
H -4.48093 -0.50452 1.65948  0.10
H -3.48481 -1.48087 0.59203  0.09
H -3.46647 0.25962 0.44490  0.07
H -2.17446 2.33839 0.98050  0.04
H -2.27817 2.87146 2.64515  0.09
H -3.57547 1.89500 1.96265  0.09
H -0.21180 2.59653 4.34502  0.11
H -0.16280 2.89925 2.60804  0.02
H 1.17100 2.07586 3.38104  0.09
H 2.15643 -0.13364 3.83567  0.09
H 1.39478 -1.09556 5.08937  0.08
H 1.22713 0.65573 5.09291  0.09
H -0.12436 -2.80454 5.09196  0.10
H 1.09265 -2.83219 3.81464  0.07
H -0.39699 -3.72102 3.60897  0.04
Br -0.91349 4.05210 -8.27736  0.73
C -1.49406 2.28130 -7.96155  -0.69
C -0.63094 1.38573 -7.34356  -0.13
C -1.05375 0.09381 -7.09496  -0.03
C -2.32968 -0.29416 -7.47482  -0.29
C -3.16988 0.58559 -8.13754  -0.03
C -2.76256 1.89138 -8.36460  -0.12
N -2.73471 -1.67920 -7.35514  0.08
N -2.66386 -2.24797 -6.26826  0.07
C -2.38551 -1.53300 -5.05986  -0.25
C -3.02304 -0.37686 -4.69699  -0.03
C -2.79746 0.21202 -3.44556  -0.02
C -1.90447 -0.33858 -2.53517  -0.38
O -1.60421 0.22657 -1.40399  -0.33
C -1.23981 -1.57232 -2.90058  -0.14
N -0.35223 -2.08589 -2.00550  0.12
C 0.27997 -3.17753 -2.34171  -0.15
C 0.07305 -3.87117 -3.55346  -0.04
C -0.82265 -3.37554 -4.45037  0.00
C -1.50552 -2.17451 -4.14535  -0.10
H 0.36652 1.69826 -7.06456  0.09
H -0.39373 -0.61129 -6.60735  0.13
H -4.14418 0.24924 -8.46308  0.12
H -3.41678 2.59290 -8.85972  0.10
H -3.72914 0.08912 -5.36972  0.12
H -3.30796 1.12474 -3.17126  0.12
H 1.01447 -3.54788 -1.63955  0.06
H 0.62257 -4.77769 -3.74829  0.10
H -1.02107 -3.87562 -5.38778  0.11
S 0.20531 3.11593 -0.01518  0.65
C 0.56059 3.15322 -1.66718  -0.75
N -0.08848 2.32066 -2.51110  0.07
C 0.12298 2.25315 -3.83865  -0.05
C 1.02578 3.08079 -4.43608  -0.05
C 1.73216 3.98080 -3.61071  -0.05
C 1.50789 4.02052 -2.26698  -0.08
H -0.73691 1.64537 -2.06747  0.09
H -0.46748 1.51789 -4.36313  0.11
H 1.18684 3.03029 -5.50110  0.08
H 2.46456 4.64670 -4.04381  0.11
H 2.04517 4.69410 -1.61800  0.10
Br 0.62823 -4.71538 0.90331  0.80
C 2.23910 -3.69322 0.95080  -0.73
C 3.38402 -4.28344 0.43838  -0.11
C 4.53801 -3.52388 0.45003  -0.05
C 4.48825 -2.23477 0.95566  -0.04
C 3.27984 -1.75715 1.42363  -0.15
N 2.15502 -2.47699 1.43371  0.05
H 3.36015 -5.28758 0.04672  0.10
H 5.45872 -3.93058 0.05694  0.11
H 5.35364 -1.59279 0.95906  0.11
H 3.19889 -0.73583 1.76570  0.09
F 3.16801 0.70931 -0.31375  0.03
B 1.97301 0.18864 -0.73023  -0.69
F 2.03724 0.14383 -2.08059  0.06

---

Entry 3:
DFT (wB97M-V/def2-TZVPD) results for a cluster of 9 separate species, C36H87BBrClN5O12 in total at a distorted geometry.

Computed properties:
Highest occupied orbital energy: -11.401 eV
Total charge: +1
2S+1: 1
Strongest force on any atom: 2.913 eV/Å
Lowest unoccupied orbital energy: -2.46 eV

Last column: Löwdin charge in e.
Geometry (Å):
C 4.26372 -1.60426 -1.58350  -0.08
O 3.35700 -1.12109 -2.57906  -0.19
C 3.13656 0.27541 -2.43419  -0.12
C 2.31982 0.45666 -1.13207  -0.18
N 1.28612 -0.40776 -0.92964  0.24
C 0.81857 0.00259 0.29721  -0.30
N -0.21989 -0.63843 0.82777  -0.28
Cl -0.98748 -0.32249 2.30430  0.87
B -0.82543 -1.76549 -0.01462  -0.66
O -1.54796 -1.35849 -1.14869  0.12
N -0.66091 -3.16410 0.31978  -0.07
C -1.80644 -3.89309 -0.32090  -0.07
C 0.60361 -3.73694 -0.23003  -0.05
N 1.49315 1.04734 0.83848  0.05
C 1.41305 1.80078 2.08607  -0.16
C 2.14245 0.99299 3.22555  -0.71
C 1.85048 1.60042 4.65245  -0.11
Br 4.07262 0.78821 2.91497  0.72
N 2.44248 1.31634 -0.11913  0.02
C 3.47652 2.36553 -0.12500  -0.08
C 2.93745 3.59979 -0.95012  -0.14
O 2.79855 3.28613 -2.33934  -0.05
C 3.77711 3.86731 -3.12580  -0.33
O 3.49142 4.28470 -4.18215  0.13
H 3.82474 -1.70550 -0.56582  0.09
H 4.56604 -2.62612 -1.90625  0.10
H 5.18395 -0.97034 -1.57701  0.10
H 2.46836 0.54140 -3.28347  0.16
H 4.09136 0.83817 -2.46856  0.12
H -0.96697 -1.30559 -1.92560  0.10
H -2.72541 -3.35058 -0.00949  0.09
H -1.72369 -3.92145 -1.42927  0.08
H -1.84650 -4.95296 0.02311  0.10
H 1.40276 -2.98744 -0.41737  0.07
H 0.43558 -4.31673 -1.17012  0.10
H 0.98786 -4.48526 0.52407  0.08
H 0.37525 1.98314 2.43569  0.11
H 1.87880 2.80997 2.02891  0.14
H 1.72627 -0.03869 3.26162  0.07
H 2.03914 0.77058 5.37009  0.05
H 0.80140 1.96281 4.67722  0.09
H 2.59768 2.38919 4.87351  0.08
H 4.34389 1.94724 -0.67047  0.13
H 3.73323 2.74477 0.87886  0.09
H 3.54777 4.51420 -0.78647  0.14
H 1.92214 3.81773 -0.53921  0.14
H 4.84030 3.98649 -2.79901  0.17
C -6.41424 1.99975 1.90449  -0.05
C -4.89575 2.03876 1.95927  -0.48
C -4.29041 0.73858 1.45477  -0.07
O -4.47070 2.26958 3.30469  -0.07
H -6.80678 1.19821 2.53804  0.09
H -6.83555 2.93413 2.27953  0.07
H -6.76884 1.84194 0.88322  0.07
H -4.52814 2.87266 1.35769  0.14
H -4.60949 -0.10668 2.07296  0.09
H -3.20160 0.77758 1.51013  0.01
H -4.58089 0.54245 0.42131  0.06
H -4.79027 1.53829 3.84702  0.09
C 2.17436 -7.24308 3.00429  -0.06
C 2.95260 -6.63026 1.85072  -0.49
C 4.44730 -6.85763 2.01002  -0.06
O 2.68637 -5.22600 1.78695  -0.08
H 2.46751 -6.78830 3.95534  0.08
H 1.10420 -7.06412 2.88277  0.08
H 2.34308 -8.31945 3.06694  0.08
H 2.61386 -7.06392 0.90780  0.14
H 4.81537 -6.39018 2.92836  0.08
H 4.99431 -6.40443 1.18105  0.08
H 4.68354 -7.92252 2.04297  0.08
H 2.98305 -4.82960 2.61500  0.09
C -6.36296 -0.50298 -2.07361  -0.06
C -7.72584 -0.06544 -1.55888  -0.50
C -8.85154 -0.73813 -2.32856  -0.06
O -7.84661 1.35186 -1.68038  -0.06
H -6.23703 -0.22977 -3.12548  0.08
H -5.56635 -0.00331 -1.51897  0.05
H -6.23215 -1.58287 -1.97693  0.08
H -7.81166 -0.30676 -0.49707  0.13
H -8.81010 -0.47163 -3.38871  0.08
H -9.82175 -0.40624 -1.95527  0.08
H -8.79683 -1.82497 -2.24042  0.08
H -7.77199 1.57611 -2.61564  0.09
C 0.85485 8.63439 -4.31230  -0.06
C 2.37351 8.66958 -4.24175  -0.49
C 2.97982 7.35534 -4.70873  -0.07
O 2.78207 8.93387 -2.89888  -0.06
H 0.45424 7.84902 -3.66353  0.08
H 0.43333 9.57937 -3.96510  0.08
H 0.51045 8.45237 -5.33208  0.08
H 2.75025 9.48722 -4.85878  0.14
H 2.65071 6.52899 -4.07499  0.05
H 4.06917 7.39120 -4.64357  0.08
H 2.69919 7.13520 -5.74031  0.09
H 2.45312 8.21706 -2.34451  0.08
C -0.19384 -2.52640 -4.97752  -0.06
C -1.35881 -3.46377 -5.26248  -0.49
C -2.18707 -2.97411 -6.43971  -0.06
O -2.18590 -3.56128 -4.10316  -0.06
H -0.55596 -1.52479 -4.72040  0.08
H 0.38697 -2.88498 -4.12344  0.07
H 0.46953 -2.44504 -5.84076  0.08
H -0.98046 -4.46595 -5.47165  0.14
H -2.61375 -1.98826 -6.23104  0.08
H -3.02356 -3.64948 -6.62603  0.08
H -1.58381 -2.90713 -7.34707  0.08
H -2.52782 -2.68038 -3.90651  0.08
C -3.44370 5.72704 4.42796  -0.07
C -4.80214 6.17224 4.94854  -0.50
C -5.93091 5.50051 4.18355  -0.07
O -4.91791 7.58882 4.82846  -0.05
H -3.32389 5.99955 3.37466  0.08
H -2.64159 6.22340 4.97865  0.08
H -3.31877 4.64617 4.52436  0.07
H -4.88494 5.93296 6.01045  0.14
H -5.89262 5.76423 3.12187  0.08
H -6.90061 5.83436 4.55781  0.08
H -5.87559 4.41392 4.27452  0.06
H -4.84650 7.81416 3.89340  0.09
C 2.25745 -2.64141 7.96103  -0.06
C 2.75312 -1.21616 7.77609  -0.48
C 2.88075 -0.49730 9.10934  -0.06
O 1.84525 -0.49967 6.93116  -0.09
H 1.26700 -2.65086 8.42519  0.08
H 2.16082 -3.14236 6.99557  0.08
H 2.94010 -3.21860 8.58670  0.08
H 3.72094 -1.22686 7.27075  0.14
H 1.91095 -0.43557 9.61158  0.08
H 3.22761 0.52711 8.96111  0.08
H 3.58194 -1.01087 9.76898  0.08
H 0.98438 -0.48286 7.36740  0.10
C 5.46954 -4.53740 -4.88710  -0.06
C 4.25051 -5.40408 -5.16184  -0.49
C 3.41032 -4.83469 -6.29446  -0.06
O 3.45516 -5.49756 -3.97919  -0.06
H 5.16779 -3.52862 -4.58605  0.07
H 6.05728 -4.95202 -4.06560  0.08
H 6.10851 -4.46057 -5.76881  0.08
H 4.56991 -6.41639 -5.41532  0.14
H 3.04181 -3.83580 -6.03982  0.07
H 2.53435 -5.46101 -6.47340  0.08
H 3.98631 -4.76784 -7.21940  0.08
H 3.16653 -4.60675 -3.74658  0.07

---

> The lowest highest occupied orbital energy belongs to which entry?

C36H87BBrClN5O12